This record from the Open Molecules 2025 dataset describes a structure of composition C26H34N6O5Ti. The level of theory is ωB97M-V with the def2-TZVPD basis set.

Atoms and positions in Å:
Ti (0.848, 1.889, 1.269)
C (2.742, -4.892, -2.625)
O (2.047, -3.958, -1.822)
C (0.752, -4.243, -1.496)
C (0.065, -5.373, -1.898)
C (-1.265, -5.546, -1.525)
C (-1.898, -4.581, -0.768)
C (-1.215, -3.437, -0.367)
C (0.119, -3.263, -0.710)
N (0.892, -2.145, -0.379)
C (0.503, -1.047, 0.361)
N (-0.118, -1.321, 1.508)
C (-0.868, -0.510, 2.400)
C (-0.788, 0.882, 2.465)
C (-1.611, 1.457, 3.452)
C (-2.421, 0.729, 4.302)
C (-2.469, -0.657, 4.210)
C (-1.691, -1.274, 3.252)
O (-1.653, -2.636, 3.056)
C (-2.361, -3.450, 3.966)
N (0.795, 0.165, -0.044)
C (1.230, 0.325, -1.376)
C (2.457, 0.927, -1.634)
C (2.864, 1.174, -2.940)
C (2.044, 0.815, -3.994)
C (0.807, 0.220, -3.756)
C (0.390, -0.015, -2.455)
O (-0.810, -0.555, -2.113)
C (-1.585, -1.136, -3.145)
H (3.739, -4.484, -2.764)
H (2.259, -5.014, -3.598)
H (2.813, -5.862, -2.128)
H (0.555, -6.125, -2.499)
H (-1.795, -6.436, -1.836)
H (-2.935, -4.702, -0.482)
H (-1.730, -2.683, 0.209)
H (1.680, -1.992, -0.992)
H (-0.128, -2.298, 1.762)
H (-1.613, 2.532, 3.600)
H (-3.017, 1.234, 5.054)
H (-3.099, -1.230, 4.874)
H (-2.153, -4.477, 3.676)
H (-3.437, -3.268, 3.908)
H (-2.023, -3.285, 4.992)
H (3.079, 1.201, -0.789)
H (3.823, 1.640, -3.123)
H (2.353, 0.995, -5.015)
H (0.174, -0.047, -4.590)
H (-2.433, -1.605, -2.654)
H (-1.013, -1.897, -3.682)
H (-1.944, -0.381, -3.850)
N (-0.094, 2.949, -0.626)
C (0.788, 4.078, -1.010)
C (0.137, 5.437, -0.803)
C (-0.488, 5.674, 0.575)
C (0.372, 5.273, 1.774)
N (0.028, 3.921, 2.238)
H (-0.098, 2.254, -1.363)
H (-1.054, 3.256, -0.515)
H (1.075, 3.988, -2.061)
H (1.703, 4.008, -0.419)
H (-0.631, 5.598, -1.567)
H (0.906, 6.193, -0.978)
H (-1.451, 5.157, 0.652)
H (-0.731, 6.736, 0.645)
H (0.223, 6.000, 2.578)
H (1.434, 5.270, 1.525)
H (-0.965, 3.865, 2.437)
H (0.514, 3.723, 3.111)
O (2.365, 1.014, 2.409)
N (2.489, 2.276, 2.663)
O (2.520, 2.967, 1.471)

Calculated values
Frontier orbital gap (spin up / spin down): 6.418 / 8.025 eV
Lowest unoccupied orbital energy (spin up / spin down): 0.48 / 0.48 eV
Energy above the lowest of the compared OMol25 structures with the same formula, charge and spin: 32.93 kJ/mol
Highest occupied orbital energy (spin up / spin down): -5.94 / -7.55 eV
Multiplicity: 3

Okay, here come the Mulliken numbers, in e, for every atom: -0.3909, -1.0136, -0.4080, 1.3665, -0.4554, -0.7867, -1.2709, -0.2554, -0.5370, -0.2038, 0.0916, 0.1474, 0.1795, 0.5134, 0.1980, -1.5259, -0.4219, 0.4488, -0.3890, -1.0500, 0.6456, -0.8145, -0.1897, -1.0349, -0.7834, -0.6512, 1.5196, -0.2092, -1.1929, 0.2597, 0.3971, 0.3684, 0.4262, 0.3997, 0.4101, 0.6718, 0.6050, 0.4620, 0.1967, 0.3728, 0.3990, 0.2645, 0.3791, 0.4051, 0.4962, 0.4410, 0.4148, 0.4605, 0.2586, 0.4461, 0.3804, -0.3490, 0.0107, -1.0517, -0.8035, -0.6666, -0.2602, 0.1518, 0.2337, 0.3554, 0.1231, 0.3314, 0.3944, 0.4100, 0.4056, 0.3815, 0.3550, 0.0944, 0.3787, -0.4313, -0.0642, -0.4399